Computed, not measured: C35H54N4O7SbSi3Ta as an isolated structure, with the ωB97M-V functional and the def2-TZVPD basis.

Charge ... +2
LUMO ... -5.4 eV
Multiplicity ... 1
Total energy ... -3277.27979 Eh
Relative energy (zero: lowest compared OMol25 entry of this formula, charge and spin) ... 0.0 kJ/mol
E_HOMO ... -12.7 eV

Geometry as XYZ:
```
105
Properties=species:S:1:pos:R:3:lowdin_charge:R:1
Ta -0.182 -0.215 -1.425 1.84
N 3.056 -2.432 -2.888 0.27
C 1.953 -1.731 -2.791 -0.45
O 1.670 -1.148 -1.690 -0.20
C 1.014 -1.562 -3.931 -0.16
C -0.362 -1.207 -3.376 -0.24
H 3.704 -2.475 -2.114 0.11
H 3.288 -2.906 -3.746 0.15
H 1.034 -2.441 -4.578 0.13
H 1.400 -0.723 -4.519 0.12
H -0.978 -2.100 -3.307 0.02
H -0.878 -0.530 -4.060 0.07
C -0.575 -2.618 2.721 -0.29
Sb 0.704 -2.325 1.019 1.51
C -1.067 -1.772 -0.403 -0.57
C -2.201 -1.183 0.394 -0.46
C -3.526 -1.597 0.225 -0.03
C -4.523 -1.003 0.977 -0.02
C -4.189 0.001 1.873 -0.03
C -2.859 0.368 1.960 -0.15
N -1.885 -0.200 1.246 0.07
Si -1.409 -3.547 -1.104 0.42
C -2.823 -3.495 -2.351 -0.17
C 0.068 -4.299 -1.983 -0.17
C -1.865 -4.711 0.286 -0.17
C 2.073 -0.651 1.621 -0.53
C 2.061 0.643 0.890 -0.39
C 3.086 1.570 1.164 -0.05
C 2.984 2.888 0.801 -0.01
C 1.833 3.313 0.141 -0.03
C 0.939 2.353 -0.239 -0.14
N 1.064 1.031 0.052 -0.01
Si 1.751 -0.163 3.490 0.48
C 1.909 -1.707 4.542 -0.16
C 0.119 0.730 3.673 -0.16
C 2.943 1.098 4.200 -0.16
Si 3.846 -1.489 1.529 0.45
C 3.777 -3.353 1.710 -0.21
C 5.085 -0.995 2.845 -0.17
C 4.633 -1.005 -0.112 -0.16
H -1.585 -2.769 2.348 0.01
H -0.573 -1.810 3.439 -0.02
H -0.239 -3.537 3.201 0.02
H -3.783 -2.370 -0.482 0.08
H -5.550 -1.324 0.865 0.12
H -4.934 0.485 2.488 0.11
H -2.555 1.160 2.635 0.11
H -3.124 -2.493 -2.658 0.04
H -3.704 -3.997 -1.945 0.05
H -2.533 -4.042 -3.251 0.05
H 0.274 -3.844 -2.952 0.02
H -0.214 -5.336 -2.188 0.06
H 0.982 -4.326 -1.391 0.01
H -2.688 -4.344 0.901 0.04
H -1.023 -4.943 0.941 0.03
H -2.188 -5.654 -0.161 0.05
H 3.937 1.240 1.738 0.09
H 3.770 3.586 1.056 0.13
H 1.657 4.349 -0.105 0.12
H 0.074 2.625 -0.822 0.08
H 1.646 -2.642 4.051 0.00
H 1.257 -1.606 5.414 0.06
H 2.928 -1.804 4.919 0.04
H -0.762 0.098 3.692 0.00
H -0.013 1.457 2.867 0.04
H 0.160 1.284 4.615 0.05
H 4.006 0.896 4.102 0.01
H 2.718 1.100 5.272 0.06
H 2.736 2.105 3.836 0.04
H 3.382 -3.640 2.688 0.04
H 4.818 -3.688 1.687 0.05
H 3.241 -3.910 0.945 0.00
H 4.782 -1.260 3.857 0.03
H 5.402 0.047 2.839 0.03
H 5.974 -1.590 2.614 0.05
H 5.227 -1.838 -0.502 0.04
H 5.325 -0.173 0.030 0.05
H 3.904 -0.686 -0.854 0.01
N -0.687 3.377 -5.261 0.20
C 0.120 3.249 -4.011 -0.03
C 0.529 1.762 -3.932 -0.59
O 0.662 1.185 -5.003 0.06
O 0.726 1.289 -2.763 -0.14
H -1.656 3.102 -5.051 0.15
H -0.286 2.654 -5.889 0.16
H -0.645 4.295 -5.700 0.18
H -0.480 3.556 -3.160 0.12
H 1.001 3.884 -4.087 0.15
O -2.388 1.930 -3.439 0.08
C -2.358 1.919 -2.224 -0.48
O -1.695 0.946 -1.575 -0.19
C -2.969 2.934 -1.362 -0.14
C -3.874 3.831 -1.925 0.00
C -4.494 4.814 -1.158 0.05
C -4.155 4.860 0.175 -0.20
O -4.617 5.702 1.117 0.07
C -3.925 5.385 2.333 -0.08
O -3.115 4.232 2.070 0.04
C -3.245 3.971 0.742 -0.20
C -2.637 2.995 0.008 0.06
H -4.122 3.733 -2.973 0.12
H -5.213 5.501 -1.578 0.13
H -4.650 5.154 3.110 0.15
H -3.288 6.225 2.613 0.15
H -1.942 2.300 0.454 0.10
```